{"formula": "C44H73N3O21", "method": "ωB97M-V/def2-TZVPD", "molar_mass_da": 980.1, "smiles": "NC[C@H](O)COC(=O)NCCCCCCCCCCCCn1cccc1.C[C@@H]1COC(=O)O1.C[C@@H]1COC(=O)O1.C[C@@H]1COC(=O)O1.C[C@@H]1COC(=O)O1.C[C@@H]1COC(=O)O1.C[C@@H]1COC(=O)O1", "lumo_ev": 0.31, "total_energy_ha": -3464.76911, "largest_force_ev_per_a": 2.33, "symbols": ["N", "C", "C", "O", "C", "O", "C", "O", "N", "C", "C", "C", "C", "C", "C", "C", "C", "C", "C", "C", "C", "N", "C", "C", "C", "C", "H", "H", "H", "H", "H", "H", "H", "H", "H", "H", "H", "H", "H", "H", "H", "H", "H", "H", "H", "H", "H", "H", "H", "H", "H", "H", "H", "H", "H", "H", "H", "H", "H", "H", "H", "H", "H", "C", "C", "C", "O", "C", "O", "O", "H", "H", "H", "H", "H", "H", "C", "C", "C", "O", "C", "O", "O", "H", "H", "H", "H", "H", "H", "C", "C", "C", "O", "C", "O", "O", "H", "H", "H", "H", "H", "H", "C", "C", "C", "O", "C", "O", "O", "H", "H", "H", "H", "H", "H", "C", "C", "C", "O", "C", "O", "O", "H", "H", "H", "H", "H", "H", "C", "C", "C", "O", "C", "O", "O", "H", "H", "H", "H", "H", "H"], "positions_angstrom": [[6.74297, 0.44965, 2.43537], [6.19165, 0.95548, 1.16002], [5.56310, -0.16934, 0.34200], [6.57801, -1.08735, -0.01087], [4.81565, 0.32765, -0.92698], [4.41264, 1.68020, -0.77033], [3.56502, 2.10060, -1.73446], [3.34622, 1.42624, -2.71170], [2.94515, 3.35486, -1.58579], [3.05372, 3.95803, -0.23283], [1.68294, 4.59190, 0.12954], [0.82147, 3.50731, 0.83413], [0.39859, 3.86266, 2.27630], [0.10556, 2.54992, 3.07184], [-1.36583, 2.10341, 3.04313], [-1.89297, 1.66915, 1.66589], [-1.01187, 0.63948, 0.94064], [-1.50385, 0.41245, -0.51973], [-2.57398, -0.68842, -0.64610], [-2.02167, -2.12170, -0.77492], [-1.29144, -2.64400, 0.47893], [0.17385, -2.67135, 0.36263], [0.99021, -2.27608, -0.64704], [2.29037, -2.57842, -0.24911], [2.23459, -3.14159, 1.05715], [0.88592, -3.17228, 1.40322], [6.14534, 0.73721, 3.19634], [6.77182, -0.56101, 2.42992], [7.00271, 1.39689, 0.57397], [5.41378, 1.67445, 1.40859], [4.80323, -0.64901, 0.97670], [6.15772, -1.87970, -0.35227], [3.93523, -0.30861, -1.03526], [5.47619, 0.18794, -1.78518], [3.40632, 3.96205, -2.25188], [3.34589, 3.24334, 0.53056], [3.79166, 4.77083, -0.25031], [1.79635, 5.48791, 0.73959], [1.19100, 4.83027, -0.81696], [-0.07818, 3.26000, 0.26382], [1.39850, 2.57915, 0.89342], [1.22755, 4.34711, 2.79878], [-0.46846, 4.52727, 2.30571], [0.33483, 2.78781, 4.11999], [0.79139, 1.74702, 2.78968], [-1.98604, 2.93624, 3.39430], [-1.49783, 1.30720, 3.77754], [-2.13471, 2.53222, 1.05290], [-2.85986, 1.17550, 1.84871], [0.03520, 0.93634, 0.87890], [-1.05462, -0.27858, 1.53375], [-1.97623, 1.34000, -0.88402], [-0.67020, 0.24121, -1.20970], [-3.12328, -0.48732, -1.57744], [-3.32055, -0.65753, 0.15411], [-1.42444, -2.21672, -1.68262], [-2.88618, -2.78071, -0.91846], [-1.62699, -2.14785, 1.39024], [-1.58973, -3.69172, 0.58505], [0.62817, -1.82536, -1.55217], [3.14589, -2.39829, -0.88226], [3.08765, -3.45763, 1.63471], [0.50304, -3.53749, 2.34137], [0.45536, -8.48072, -1.27032], [-0.35803, -7.21072, -1.29221], [-0.50884, -6.54755, 0.05290], [-1.77636, -5.88331, -0.07467], [-2.50559, -6.56590, -0.99388], [-3.66342, -6.39227, -1.19496], [-1.73346, -7.46827, -1.64342], [-0.06842, -9.26393, -0.71880], [0.60669, -8.85143, -2.28258], [1.42222, -8.31266, -0.81387], [0.05020, -6.51316, -2.02956], [0.27920, -5.82325, 0.25701], [-0.56622, -7.25859, 0.88064], [6.40386, 3.78013, 2.75532], [5.71517, 5.10996, 2.95078], [5.71052, 5.61037, 4.37549], [4.50570, 6.38441, 4.42529], [3.66058, 5.88487, 3.48910], [2.51269, 6.16674, 3.39147], [4.30822, 5.00979, 2.67680], [5.84436, 2.98326, 3.24796], [6.45392, 3.52818, 1.69600], [7.41874, 3.80290, 3.15264], [6.13800, 5.85744, 2.27332], [6.57135, 6.23374, 4.60749], [5.64067, 4.80526, 5.11130], [-6.71802, 2.76893, -3.62273], [-5.27312, 3.20132, -3.56069], [-4.28931, 2.17261, -4.05983], [-3.11825, 2.46904, -3.28555], [-3.52815, 3.05184, -2.13458], [-2.82793, 3.24380, -1.19193], [-4.84048, 3.37462, -2.19654], [-6.90159, 1.95380, -2.91989], [-7.37392, 3.58786, -3.33890], [-6.98754, 2.44720, -4.62710], [-5.14187, 4.15280, -4.07919], [-4.07772, 2.27114, -5.12203], [-4.59791, 1.14552, -3.84762], [6.54065, -7.60101, -3.60060], [5.47599, -8.49166, -3.00527], [4.07964, -8.21645, -3.50622], [3.26498, -8.60200, -2.38863], [4.03078, -8.46065, -1.27142], [3.61676, -8.50677, -0.15937], [5.32796, -8.25268, -1.59702], [6.40690, -6.56998, -3.27152], [7.53009, -7.91608, -3.26996], [6.51285, -7.63564, -4.68974], [5.74233, -9.54340, -3.14199], [3.82348, -8.80906, -4.38177], [3.89980, -7.16035, -3.72200], [-7.25367, 8.65379, -2.54580], [-7.89392, 7.78868, -3.60536], [-8.72100, 6.64791, -3.06415], [-8.59648, 5.66253, -4.09956], [-7.42637, 5.89438, -4.74357], [-6.92462, 5.14960, -5.52220], [-6.90068, 7.08520, -4.37187], [-6.49387, 8.09354, -1.99978], [-6.75440, 9.50844, -3.00176], [-7.99983, 9.02393, -1.84264], [-8.47710, 8.40412, -4.29589], [-9.76525, 6.91416, -2.91737], [-8.32158, 6.23250, -2.13544], [-3.10227, -4.39379, 4.68794], [-3.90354, -3.14036, 4.95026], [-4.85173, -2.76254, 3.83758], [-4.91381, -1.33702, 3.95896], [-3.75454, -0.92369, 4.53266], [-3.39953, 0.20564, 4.59595], [-3.05253, -1.98466, 5.01002], [-2.40074, -4.23580, 3.86764], [-2.51324, -4.66088, 5.56537], [-3.75669, -5.23049, 4.44280], [-4.43018, -3.22038, 5.90555], [-5.84157, -3.19723, 3.95910], [-4.46835, -3.01400, 2.84493]], "forces_ev_per_angstrom": [[-0.046, 0.237, -0.238], [0.089, -0.976, 0.381], [-0.811, 0.975, -0.003], [0.067, -0.058, 0.055], [0.533, -0.917, 0.585], [-0.489, 0.475, 0.211], [-0.563, -0.304, -1.250], [0.212, -0.058, -0.061], [1.543, -0.713, 1.588], [-0.617, 1.774, -0.218], [-0.076, -1.381, -0.187], [-0.352, 0.696, 0.357], [0.606, -1.479, -0.006], [-0.632, 1.166, 0.550], [0.411, -0.030, -0.256], [-0.110, -0.561, 0.586], [-0.292, 0.321, -0.685], [-0.691, 0.173, 0.551], [0.544, -0.159, -0.910], [-0.690, 0.330, 0.688], [-0.309, -0.875, -1.181], [-1.310, 0.283, 1.097], [0.912, -0.447, 0.519], [-0.495, 0.209, -0.261], [-0.564, 0.341, -0.661], [2.124, -0.213, -0.109], [-0.033, -0.151, 0.100], [0.150, -0.048, -0.004], [-0.179, 0.237, -0.040], [0.159, 0.101, -0.430], [0.202, -0.092, 0.070], [0.026, -0.172, -0.038], [-0.002, 0.194, -0.339], [-0.115, 0.258, -0.063], [-0.512, 0.061, -0.342], [0.063, -0.066, -0.193], [0.172, -0.281, 0.024], [0.004, -0.076, 0.046], [0.147, 0.390, 0.112], [0.135, 0.095, -0.121], [0.034, 0.083, -0.085], [-0.153, 0.173, -0.295], [0.062, 0.011, -0.037], [-0.031, -0.214, -0.041], [-0.057, 0.054, -0.132], [0.064, -0.062, 0.037], [-0.025, -0.070, -0.142], [0.298, 0.106, -0.227], [0.014, 0.152, -0.087], [-0.075, 0.100, 0.246], [0.213, 0.023, -0.142], [0.462, -0.340, 0.354], [-0.049, -0.274, 0.132], [-0.080, -0.091, 0.146], [0.190, 0.167, 0.121], [0.122, -0.030, 0.145], [0.131, -0.007, -0.064], [0.293, 0.262, -0.131], [0.084, 0.139, 0.091], [-0.040, -0.009, 0.015], [0.092, -0.072, 0.158], [-0.143, -0.082, 0.154], [-0.576, 0.130, -0.180], [-0.547, -0.224, -0.260], [0.340, -0.469, 0.064], [0.177, 0.348, 0.119], [0.001, -0.198, -0.007], [-0.032, -0.095, -0.118], [-0.052, 0.053, 0.018], [-0.038, 0.285, 0.101], [-0.023, 0.117, 0.126], [0.075, 0.025, 0.006], [0.073, 0.063, 0.090], [-0.082, 0.082, 0.050], [-0.136, 0.117, 0.011], [-0.009, -0.098, -0.098], [-0.236, 0.013, -0.267], [0.362, -0.455, 0.012], [0.081, 0.226, 0.117], [0.012, -0.141, -0.063], [-0.053, -0.026, -0.045], [0.048, 0.171, 0.047], [-0.013, 0.213, 0.106], [0.052, 0.138, 0.147], [0.079, 0.097, 0.091], [-0.008, 0.024, 0.013], [-0.056, 0.073, 0.052], [-0.121, 0.116, 0.029], [-0.002, -0.076, -0.093], [-0.046, -0.020, 0.460], [-0.506, -0.160, -0.160], [0.185, -0.022, -0.182], [-0.118, -0.057, 0.033], [0.012, 0.091, 0.156], [-0.123, 0.274, -0.136], [0.191, 0.000, -0.097], [0.124, -0.088, -0.079], [-0.061, -0.004, -0.073], [0.043, 0.084, -0.042], [0.098, -0.026, -0.011], [0.158, 0.043, 0.058], [-0.085, 0.043, 0.057], [0.213, 0.052, 0.323], [0.345, 0.285, -0.342], [-0.257, -0.168, -0.198], [0.485, 0.125, 0.033], [0.101, 0.016, 0.033], [-0.076, -0.020, 0.028], [-0.236, -0.136, -0.017], [-0.136, 0.000, -0.076], [-0.009, -0.030, -0.057], [-0.038, -0.049, 0.001], [-0.095, -0.020, 0.035], [-0.130, -0.055, 0.100], [0.119, 0.020, 0.045], [0.358, 0.051, -0.182], [0.124, 0.336, 0.450], [-0.257, -0.071, 0.005], [0.100, 0.062, 0.032], [0.071, 0.128, -0.087], [-0.029, 0.000, -0.059], [-0.194, -0.148, -0.083], [-0.114, -0.093, 0.052], [-0.060, 0.023, 0.017], [-0.048, -0.020, -0.038], [-0.029, -0.095, -0.045], [-0.027, -0.130, -0.125], [0.090, 0.075, -0.016], [0.340, 0.115, 0.169], [0.201, -0.486, -0.127], [-0.263, 0.046, -0.037], [0.119, -0.090, 0.019], [0.062, 0.055, -0.053], [-0.096, -0.032, 0.101], [-0.216, 0.102, -0.020], [-0.128, 0.019, -0.106], [-0.051, -0.033, 0.007], [-0.046, 0.033, 0.007], [-0.049, 0.079, -0.030], [-0.044, 0.159, 0.000], [0.092, -0.053, 0.054]], "lowdin_charge": [0.017, -0.232, -0.358, -0.014, -0.109, -0.004, -0.541, 0.100, 0.090, -0.197, -0.153, -0.190, -0.171, -0.205, -0.206, -0.194, -0.183, -0.173, -0.193, -0.165, -0.131, -0.105, -0.084, -0.112, -0.095, -0.120, 0.049, 0.059, 0.125, 0.092, 0.145, 0.094, 0.107, 0.140, 0.137, 0.100, 0.111, 0.097, 0.103, 0.100, 0.088, 0.076, 0.119, 0.101, 0.098, 0.113, 0.082, 0.087, 0.108, 0.082, 0.092, 0.072, 0.106, 0.100, 0.111, 0.101, 0.109, 0.108, 0.094, 0.107, 0.074, 0.084, 0.116, -0.015, -0.313, -0.084, 0.031, -0.563, 0.160, 0.089, 0.100, 0.085, 0.058, 0.161, 0.130, 0.143, -0.022, -0.321, -0.094, 0.068, -0.549, 0.163, 0.072, 0.081, 0.075, 0.101, 0.160, 0.138, 0.141, -0.017, -0.321, -0.085, 0.068, -0.554, 0.145, 0.092, 0.096, 0.066, 0.098, 0.145, 0.141, 0.137, -0.021, -0.330, -0.089, 0.038, -0.553, 0.163, 0.092, 0.093, 0.087, 0.092, 0.159, 0.140, 0.142, -0.020, -0.328, -0.090, 0.054, -0.568, 0.156, 0.091, 0.095, 0.087, 0.092, 0.159, 0.139, 0.142, -0.018, -0.332, -0.096, 0.065, -0.548, 0.167, 0.084, 0.082, 0.086, 0.092, 0.158, 0.139, 0.137]}